The following is a DFT calculation (the ωB97M-V functional and the def2-TZVPD basis) of 9 unconnected molecules or ions with the total composition C36H66F18N12P3 at a distorted geometry.

Summary:
DFT total energy: -4889.96582 Eh
Net charge: +3
Orbital gap: 8.854 eV
Highest occupied orbital energy: -15.37 eV

Last column: Löwdin charge in e.
CARTESIAN COORDINATES (ANGSTROEM)
C1 2.55344 4.85486 4.50608  -0.04
C2 2.30137 4.66875 3.02064  -0.17
N1 0.91950 4.22133 2.77246  -0.05
C3 -0.15202 5.04151 2.51435  0.00
C4 -1.23206 4.24361 2.39333  0.00
N2 -0.83082 2.97172 2.68413  -0.05
C5 0.47656 2.97237 2.87521  -0.02
C6 -1.76239 1.83622 2.70772  0.03
H1 2.60229 3.90374 5.03293  0.09
H2 1.77478 5.48209 4.93828  0.09
H3 3.50803 5.35911 4.65954  0.08
H4 2.95624 3.88202 2.64955  0.09
H5 2.44851 5.54434 2.39285  0.13
H6 0.04961 6.06043 2.22775  0.15
H7 -2.26253 4.53481 2.29036  0.14
H8 1.08616 2.13218 3.15911  0.17
H9 -1.48802 1.14868 1.90268  0.08
H10 -2.75409 2.14999 2.39235  0.08
H11 -1.74066 1.32231 3.66165  0.11
C7 -5.99842 3.70629 -0.62859  -0.05
C8 -4.86565 4.36443 0.14883  -0.15
N3 -3.55216 4.01313 -0.42460  -0.03
C9 -3.16428 2.74693 -0.79625  0.00
C10 -1.90981 2.81568 -1.30049  0.00
N4 -1.51347 4.12966 -1.14914  -0.06
C11 -2.55392 4.84218 -0.73103  -0.04
C12 -0.22132 4.71183 -1.48987  0.01
H12 -6.96151 4.05057 -0.25380  0.09
H13 -6.01229 2.63715 -0.39640  0.06
H14 -5.94680 3.83861 -1.70601  0.09
H15 -4.88123 4.02505 1.18262  0.12
H16 -4.97085 5.44488 0.05790  0.13
H17 -3.84866 1.91649 -0.79763  0.12
H18 -1.23068 2.08315 -1.69439  0.08
H19 -2.57536 5.90040 -0.52769  0.17
H20 -0.34809 5.37539 -2.34490  0.11
H21 0.41926 3.91324 -1.86301  0.08
H22 0.24010 5.21754 -0.64621  0.08
C13 -3.72673 -2.60040 -1.47611  -0.06
C14 -3.81179 -3.92590 -0.76887  -0.12
N5 -3.39672 -3.79667 0.66882  -0.03
C15 -3.72936 -4.69337 1.65601  -0.02
C16 -3.20228 -4.24784 2.81445  0.01
N6 -2.41070 -3.16139 2.47741  -0.08
C17 -2.61345 -2.87324 1.20406  -0.06
C18 -1.64786 -2.35705 3.40599  0.00
H23 -4.01194 -2.75041 -2.52432  0.09
H24 -2.70964 -2.24316 -1.65463  0.05
H25 -4.34177 -1.83100 -1.02707  0.07
H26 -3.10885 -4.67178 -1.13486  0.12
H27 -4.85636 -4.22150 -0.72575  0.14
H28 -4.33202 -5.57083 1.49478  0.14
H29 -3.07866 -4.72309 3.77230  0.14
H30 -2.14115 -2.03098 0.73230  0.12
H31 -2.27949 -1.62804 3.91041  0.10
H32 -0.83337 -1.85231 2.89390  0.07
H33 -1.24635 -3.02210 4.17228  0.10
C19 0.17582 -7.88456 0.20811  -0.05
C20 -0.61477 -6.70638 0.75140  -0.16
N7 0.19184 -5.47751 0.73771  -0.04
C21 0.53084 -4.79898 -0.41520  0.00
C22 1.30038 -3.75809 -0.03842  -0.02
N8 1.50854 -3.87514 1.31674  -0.07
C23 0.76366 -4.88005 1.76608  -0.02
C24 2.38213 -3.00949 2.07846  0.02
H34 0.67951 -7.62965 -0.73106  0.08
H35 -0.47435 -8.73576 0.03365  0.10
H36 1.03083 -8.13352 0.83928  0.09
H37 -0.89222 -6.91661 1.78195  0.13
H38 -1.49543 -6.54118 0.13553  0.12
H39 0.25010 -5.17062 -1.38466  0.14
H40 1.81447 -3.00654 -0.61001  0.12
H41 0.71317 -5.20587 2.79172  0.18
H42 2.45473 -3.38016 3.10284  0.11
H43 1.93989 -2.02417 2.23433  0.08
H44 3.36098 -2.95580 1.61693  0.11
C25 7.26948 4.25237 3.95179  -0.05
C26 7.57242 3.33710 2.76882  -0.14
N9 6.41674 3.27628 1.84542  -0.04
C27 5.70002 4.37217 1.39857  0.01
C28 4.65601 3.89390 0.69344  -0.03
N10 4.73056 2.51687 0.70992  -0.07
C29 5.81506 2.18788 1.40016  -0.01
C30 3.68614 1.65667 0.14354  0.03
H45 7.99634 4.11296 4.74363  0.10
H46 6.23740 4.07956 4.26431  0.08
H47 7.29178 5.29228 3.62461  0.08
H48 7.80803 2.31382 3.04805  0.13
H49 8.40030 3.74193 2.18731  0.14
H50 5.99886 5.37448 1.64771  0.15
H51 3.87781 4.41312 0.16161  0.15
H52 6.14536 1.18275 1.60482  0.17
H53 2.70276 1.93286 0.51838  0.08
H54 3.90466 0.61437 0.34884  0.10
H55 3.66754 1.83441 -0.93134  0.12
C31 2.54532 -5.51304 -3.98563  -0.06
C32 2.54986 -4.50391 -5.11989  -0.17
N11 1.77402 -3.31062 -4.81546  -0.05
C33 2.18138 -2.15705 -4.19425  0.00
C34 1.11057 -1.33758 -4.07158  0.00
N12 0.06532 -2.00708 -4.67161  -0.04
C35 0.48708 -3.17370 -5.10674  -0.02
C36 -1.28454 -1.50099 -4.83667  0.02
H56 3.00893 -5.14193 -3.07407  0.07
H57 3.01194 -6.43452 -4.32671  0.09
H58 1.50263 -5.75439 -3.74408  0.07
H59 2.22887 -4.88131 -6.08933  0.14
H60 3.58744 -4.22905 -5.32616  0.14
H61 3.18887 -1.97433 -3.86494  0.14
H62 1.02565 -0.38793 -3.58137  0.11
H63 -0.12864 -3.90978 -5.59595  0.18
H64 -2.00211 -2.31761 -4.89865  0.10
H65 -1.39068 -0.97864 -5.78973  0.11
H66 -1.58153 -0.75189 -4.10904  0.09
P1 -0.41752 2.56339 -4.77474  0.18
F1 -0.93740 4.01037 -4.28834  -0.15
F2 -1.82307 1.90316 -4.28896  -0.16
F3 -0.99966 2.82775 -6.23625  -0.12
F4 0.09539 1.09518 -5.30295  -0.18
F5 1.02263 3.18008 -5.13530  -0.14
F6 0.17349 2.23664 -3.26258  -0.22
P2 -0.05065 -0.40790 -0.65069  0.18
F7 1.50328 -0.69413 -1.02786  -0.16
F8 -0.25201 0.14762 -2.11637  -0.14
F9 -0.43678 -1.91043 -1.14753  -0.17
F10 -1.59198 -0.13097 -0.28009  -0.14
F11 0.09058 -1.04640 0.86913  -0.19
F12 0.35187 1.04446 -0.06592  -0.15
P3 -5.04571 -0.09415 1.57513  0.18
F13 -6.47057 0.18709 0.92797  -0.11
F14 -5.73984 -0.29890 3.02065  -0.15
F15 -5.21738 -1.68699 1.28706  -0.15
F16 -3.60229 -0.40428 2.32321  -0.19
F17 -4.25329 0.09780 0.19074  -0.16
F18 -4.85716 1.48863 1.92923  -0.17